Entry 1:
DFT (wB97M-V/def2-TZVPD) results for a structure of composition C18H37N7O5S2V.

```
70
Properties=species:S:1:pos:R:3
V 0.480 -0.188 -0.508
N -1.749 -2.645 0.708
N -0.899 -3.076 1.742
C 0.370 -2.719 1.808
N 1.149 -3.198 2.752
N 0.816 -1.865 0.788
N 2.113 -1.509 0.791
O 2.271 -0.669 -0.233
O 2.989 -1.780 1.513
H -2.659 -2.460 1.120
H -1.861 -3.418 0.054
H -1.249 -3.743 2.424
H 0.784 -3.843 3.443
H 2.127 -2.956 2.824
C -0.377 1.162 2.192
O 0.771 0.895 1.324
C 1.568 2.095 1.043
C 1.078 2.629 -0.263
O 1.209 1.545 -1.260
C 2.477 1.610 -2.013
H -0.967 1.983 1.787
H -0.004 1.405 3.184
H -0.971 0.253 2.224
H 2.606 1.771 1.010
H 1.458 2.820 1.849
H 1.628 3.509 -0.592
H 0.015 2.865 -0.218
H 3.314 1.549 -1.322
H 2.476 2.549 -2.558
H 2.472 0.767 -2.695
C -5.130 5.281 1.130
C -4.498 4.018 0.632
C -4.903 2.779 1.133
C -4.343 1.604 0.672
C -3.370 1.682 -0.339
C -2.945 2.914 -0.873
C -3.506 4.062 -0.372
S -2.852 0.185 -0.921
C -2.938 0.284 -2.690
O -1.186 0.159 -0.735
H -5.391 5.204 2.184
H -6.058 5.453 0.577
H -4.488 6.146 0.976
H -5.675 2.737 1.891
H -4.679 0.650 1.060
H -2.221 2.971 -1.677
H -3.208 5.023 -0.774
H -2.392 1.158 -3.039
H -4.009 0.388 -2.889
H -2.556 -0.643 -3.112
C 3.095 -3.057 -1.906
N 2.987 -2.106 -3.023
C 4.300 -1.817 -3.654
C 1.860 -1.567 -3.450
S 0.389 -1.592 -2.427
N 1.730 -1.102 -4.679
C 2.464 -1.695 -5.833
C 0.705 -0.132 -5.093
H 3.623 -3.940 -2.260
H 2.111 -3.355 -1.558
H 3.682 -2.602 -1.108
H 5.016 -1.686 -2.845
H 4.242 -0.902 -4.235
H 4.628 -2.642 -4.282
H 2.898 -2.648 -5.551
H 3.230 -1.019 -6.206
H 1.727 -1.865 -6.616
H 0.313 0.407 -4.235
H -0.101 -0.642 -5.619
H 1.177 0.573 -5.775
```

Values from the calculation:
highest occupied orbital energy (spin up / spin down)	-0.73074 / -0.73098	hartree
maximum force	2.00	eV Å⁻¹
total charge	+4
frontier orbital gap (spin up / spin down)	6.148 / 6.739	eV
ΔE to the lowest compared entry with this formula, charge and spin	0.00	kcal per mole
calculated total energy	-3206.3622	a.u.
spin multiplicity	2
LUMO level (spin up / spin down)	-13.74 / -13.15	eV

Quick look at the natural (NBO) charges, all values in e: atom 1 (V): 1.415, atom 2 (N): -0.642, atom 3 (N): -0.374, atom 4 (C): 0.644, atom 5 (N): -0.706, atom 6 (N): -0.437, atom 7 (N): 0.647, atom 8 (O): -0.478, atom 9 (O): -0.198, atom 10 (H): 0.397, atom 11 (H): 0.399, atom 12 (H): 0.432, atom 13 (H): 0.456, atom 14 (H): 0.463, atom 15 (C): -0.251, atom 16 (O): -0.578, atom 17 (C): -0.110, atom 18 (C): -0.107, atom 19 (O): -0.533, atom 20 (C): -0.248, atom 21 (H): 0.206, atom 22 (H): 0.244, atom 23 (H): 0.198, atom 24 (H): 0.237, atom 25 (H): 0.261, atom 26 (H): 0.264, atom 27 (H): 0.222, atom 28 (H): 0.220, atom 29 (H): 0.244, atom 30 (H): 0.213, atom 31 (C): -0.666, atom 32 (C): 0.142, atom 33 (C): -0.200, atom 34 (C): -0.151, atom 35 (C): -0.334, atom 36 (C): -0.207, atom 37 (C): -0.183, atom 38 (S): 1.260, atom 39 (C): -0.792, atom 40 (O): -0.790, atom 41 (H): 0.259, atom 42 (H): 0.282, atom 43 (H): 0.251, atom 44 (H): 0.265, atom 45 (H): 0.247, atom 46 (H): 0.228, atom 47 (H): 0.258, atom 48 (H): 0.263, atom 49 (H): 0.305, atom 50 (H): 0.278, atom 51 (C): -0.416, atom 52 (N): -0.369, atom 53 (C): -0.420, atom 54 (C): 0.420, atom 55 (S): -0.036, atom 56 (N): -0.371, atom 57 (C): -0.417, atom 58 (C): -0.416, atom 59 (H): 0.259, atom 60 (H): 0.218, atom 61 (H): 0.209, atom 62 (H): 0.239, atom 63 (H): 0.227, atom 64 (H): 0.248, atom 65 (H): 0.231, atom 66 (H): 0.240, atom 67 (H): 0.251, atom 68 (H): 0.201, atom 69 (H): 0.239, atom 70 (H): 0.249

Entry 2:
DFT (wB97M-V/def2-TZVPD) results for the molecule C2H6N4O.

```
13
Properties=species:S:1:pos:R:3
C 1.189 -0.674 0.512
C 1.925 0.334 0.070
N 0.081 -1.288 -0.309
N -1.214 0.323 0.753
N 2.360 1.395 -0.292
N -0.993 -1.019 0.531
O -1.806 1.003 -0.343
H 1.160 -1.068 1.469
H -0.045 -0.796 -1.176
H -1.197 1.475 -0.873
H 3.239 1.418 -0.782
H -1.790 0.355 1.590
H -1.845 -1.526 0.594
```

Values from the calculation:
highest occupied orbital energy	-0.30049	hartree
SMILES	N=C=CNNNO
maximum force	3.41	eV Å⁻¹
total charge	0
frontier orbital gap	9.122	eV
ΔE to the lowest compared entry with this formula, charge and spin	151.66	kcal per mole
calculated total energy	-373.8687	a.u.
spin multiplicity	1
LUMO level	0.95	eV

Quick look at the natural (NBO) charges, all values in e: atom 1 (C): -0.236, atom 2 (C): 0.359, atom 3 (N): -0.420, atom 4 (N): -0.224, atom 5 (N): -0.614, atom 6 (N): -0.361, atom 7 (O): -0.624, atom 8 (H): 0.232, atom 9 (H): 0.337, atom 10 (H): 0.470, atom 11 (H): 0.369, atom 12 (H): 0.350, atom 13 (H): 0.363

Entry 3:
DFT (wB97M-V/def2-TZVPD) results for the molecule C3H7ClS2.

```
13
Properties=species:S:1:pos:R:3
C -0.830 -0.660 -0.409
C 0.226 0.253 0.398
C 1.539 -0.548 0.478
H -2.689 1.252 -0.425
H -0.540 -1.060 -1.417
H -0.886 -1.527 0.254
H -0.037 0.469 1.455
H -0.593 2.085 -0.985
H 1.306 -1.633 0.439
H 1.916 -0.359 1.546
S -2.615 -0.137 -0.419
S 0.458 2.063 -0.214
Cl 2.746 -0.199 -0.701
```

Values from the calculation:
highest occupied orbital energy	-0.34203	hartree
SMILES	SC[C@H](S)CCl
maximum force	2.71	eV Å⁻¹
total charge	0
frontier orbital gap	9.944	eV
ΔE to the lowest compared entry with this formula, charge and spin	17.97	kcal per mole
calculated total energy	-1375.0279	a.u.
spin multiplicity	1
LUMO level	0.64	eV

Quick look at the natural (NBO) charges, all values in e: atom 1 (C): -0.522, atom 2 (C): -0.302, atom 3 (C): -0.441, atom 4 (H): 0.142, atom 5 (H): 0.238, atom 6 (H): 0.223, atom 7 (H): 0.233, atom 8 (H): 0.119, atom 9 (H): 0.222, atom 10 (H): 0.220, atom 11 (S): -0.075, atom 12 (S): -0.054, atom 13 (Cl): -0.004